[1]
Density functional theory data (ωB97M-V with the def2-TZVPD basis set) for one molecule with the formula C4H4N2.

Geometry as XYZ:
```
10
Properties=species:S:1:pos:R:3:mulliken_charge:R:1
N -1.210 -0.943 -0.638 -0.55
C -0.238 0.014 -0.200 -0.44
C 1.172 -0.235 -0.151 -0.36
C 2.351 -0.476 -0.053 0.22
C -0.715 1.133 0.314 0.48
N -1.195 2.140 0.816 -0.54
H -1.253 -0.992 -1.649 0.24
H -0.968 -1.861 -0.282 0.28
H -1.363 1.947 1.805 0.28
H 3.396 -0.677 0.016 0.40
```

Values from the calculation:
SMILES ... C#CC(N)=C=N

=====

[2]
Density functional theory data (ωB97M-V with the def2-TZVPD basis set) for a 7-piece molecular cluster, BrH12O6 overall.

Geometry as XYZ:
```
19
Properties=species:S:1:pos:R:3:mulliken_charge:R:1
Br -0.310 -0.035 -0.778 -0.87
O -2.658 0.799 1.535 -0.61
H -1.985 0.613 0.849 0.29
H -3.486 0.805 1.048 0.28
O 3.134 -1.098 -0.229 -0.65
H 3.414 -0.538 0.501 0.32
H 2.227 -0.803 -0.400 0.32
O 1.193 0.780 2.419 -0.63
H 0.756 0.341 3.155 0.30
H 0.593 0.621 1.674 0.34
O -0.563 -2.505 1.706 -0.60
H -1.204 -3.212 1.590 0.27
H -0.788 -1.860 1.013 0.32
O 1.550 3.076 -1.217 -0.63
H 2.287 2.458 -1.239 0.31
H 0.784 2.497 -1.093 0.33
O -2.007 -0.615 -3.692 -0.66
H -1.759 -0.402 -2.774 0.27
H -1.178 -0.923 -4.070 0.31
```

Values from the calculation:
Charge ... -1

=====

[3]
Density functional theory data (ωB97M-V with the def2-TZVPD basis set) for a 2-piece molecular cluster, C31H59N3O3PS overall in a non-equilibrium geometry.

Geometry as XYZ:
```
98
Properties=species:S:1:pos:R:3:mulliken_charge:R:1
C -1.084 -3.539 1.154 -0.45
C -1.494 -4.887 1.766 -1.09
C -0.741 -5.228 3.054 -1.03
C -1.223 -4.437 4.296 -0.54
C -0.279 -3.313 4.783 -1.18
C -0.775 -1.910 4.459 0.80
C -2.000 -1.480 5.292 -1.02
C -2.981 -0.611 4.499 -0.66
C -3.586 -1.348 3.299 0.29
C -3.768 -0.490 2.039 -1.45
C -2.523 0.293 1.656 -0.42
C -2.458 0.698 0.185 -1.43
C -1.148 1.474 -0.100 -0.88
C -0.154 0.671 -0.890 -1.37
N 0.432 -0.477 -0.056 0.29
C 1.215 -1.172 -0.910 -0.55
N 0.826 -2.337 -1.407 0.04
N 2.361 -0.527 -1.342 0.56
P 3.784 -1.471 -1.457 0.60
O 4.576 -1.130 -0.102 -0.52
O 4.742 -0.943 -2.597 -0.43
S 3.587 -3.382 -1.607 -0.40
C 1.901 0.551 -2.319 -0.92
C 2.904 1.252 -3.227 -2.10
C 3.938 2.217 -2.667 1.28
C 3.998 3.492 -3.246 -0.61
C 4.932 4.447 -2.847 -0.83
C 5.855 4.165 -1.848 -0.53
C 5.809 2.903 -1.248 -1.05
C 4.875 1.954 -1.664 0.03
C 0.983 1.498 -1.508 1.25
C 1.719 2.254 -0.387 -1.84
C 1.365 3.751 -0.233 1.01
C 2.464 4.371 0.670 -1.74
C 1.325 4.536 -1.562 -1.56
H -1.069 -3.608 0.063 0.41
H -0.091 -3.242 1.497 0.45
H -1.789 -2.749 1.404 -0.25
H -1.236 -5.648 1.029 0.40
H -2.567 -4.929 1.934 0.43
H 0.317 -5.040 2.874 0.42
H -0.849 -6.286 3.276 0.39
H -1.315 -5.168 5.096 0.44
H -2.223 -4.039 4.126 0.34
H 0.687 -3.453 4.296 0.48
H -0.146 -3.421 5.857 0.34
H -0.980 -1.802 3.396 -0.80
H 0.029 -1.206 4.682 0.52
H -2.522 -2.336 5.723 0.37
H -1.617 -0.900 6.130 0.42
H -3.790 -0.345 5.179 0.48
H -2.470 0.315 4.242 0.24
H -4.556 -1.731 3.611 0.58
H -2.996 -2.227 3.041 -0.67
H -4.602 0.185 2.235 0.45
H -4.113 -1.140 1.233 0.43
H -2.511 1.205 2.252 0.50
H -1.606 -0.249 1.910 0.37
H -2.567 -0.157 -0.478 0.37
H -3.309 1.344 -0.031 0.73
H -1.423 2.358 -0.670 0.56
H -0.759 1.798 0.863 0.52
H -0.692 0.217 -1.730 0.24
H -0.357 -1.083 0.170 -0.38
H 0.505 -3.123 -0.861 0.21
H 1.005 -2.513 -2.383 0.33
H 4.004 -0.672 0.529 0.40
H 5.603 -0.687 -2.234 0.42
H 1.204 0.053 -3.003 0.41
H 2.293 1.838 -3.912 0.72
H 3.407 0.540 -3.879 0.67
H 3.315 3.755 -4.042 0.44
H 4.978 5.414 -3.326 0.43
H 6.601 4.874 -1.527 0.44
H 6.527 2.663 -0.479 0.41
H 4.895 1.002 -1.160 0.53
H 0.494 2.147 -2.232 1.82
H 1.408 1.810 0.561 0.71
H 2.794 2.136 -0.413 0.12
H 0.427 3.884 0.297 0.50
H 2.170 4.377 1.717 0.38
H 2.652 5.409 0.405 0.46
H 3.414 3.853 0.559 0.30
H 2.109 5.282 -1.630 0.53
H 0.387 5.089 -1.616 0.26
H 1.371 3.924 -2.458 0.22
C -5.111 -0.684 -3.307 -1.26
C -4.015 0.363 -3.407 0.43
C -3.779 0.789 -4.846 -1.44
O -2.798 -0.151 -2.842 -0.31
H -4.835 -1.582 -3.866 0.33
H -5.265 -0.981 -2.269 0.28
H -6.054 -0.307 -3.704 0.41
H -4.284 1.233 -2.807 0.26
H -3.463 -0.065 -5.451 0.34
H -2.986 1.537 -4.901 0.33
H -4.682 1.208 -5.288 0.42
H -2.541 -0.922 -3.361 0.23
```

Values from the calculation:
Charge ... +1

=====

[4]
Density functional theory data (ωB97M-V with the def2-TZVPD basis set) for one molecule with the formula C6H13N in a non-equilibrium geometry.

Geometry as XYZ:
```
20
Properties=species:S:1:pos:R:3:mulliken_charge:R:1
C -2.245 0.832 0.323 -1.39
C -1.146 -0.095 -0.237 0.45
C -0.020 -0.138 0.858 -0.94
C 1.317 -0.761 0.348 -0.51
C 2.913 0.976 -0.592 -0.62
C 1.905 0.108 -0.769 -0.33
N -1.512 -1.457 -0.590 -0.47
H -1.773 1.795 0.761 0.32
H -2.999 1.002 -0.465 0.35
H -2.726 0.434 1.260 0.28
H -0.801 0.508 -1.101 0.19
H 0.184 0.884 1.246 0.39
H -0.439 -0.802 1.611 0.40
H 1.073 -1.748 -0.044 0.30
H 2.059 -0.887 1.168 0.38
H 2.858 2.087 -0.784 0.20
H 3.889 0.740 -0.185 0.29
H 1.211 0.100 -1.639 0.29
H -1.596 -2.070 0.194 0.20
H -2.150 -1.508 -1.361 0.23
```

Values from the calculation:
SMILES ... C=CCC[C@H](C)N

=====

[5]
Density functional theory data (ωB97M-V with the def2-TZVPD basis set) for a 15-piece molecular cluster, C16H62N12O15 overall in a non-equilibrium geometry.

Geometry as XYZ:
```
105
Properties=species:S:1:pos:R:3:mulliken_charge:R:1
C 1.301 -3.165 -4.197 -1.29
C 0.794 -2.125 -3.206 1.26
O 0.605 -0.931 -3.962 -0.51
H 1.357 -4.120 -3.664 0.43
H 2.335 -2.925 -4.612 0.10
H 0.629 -3.447 -4.976 0.40
H 1.549 -1.883 -2.451 -0.12
H -0.091 -2.428 -2.645 -0.57
H -0.286 -0.669 -3.924 0.23
C -2.915 -3.118 0.184 0.09
O -1.659 -2.701 -0.221 -0.19
N -3.525 -4.040 -0.525 -0.54
N -3.508 -2.775 1.311 -0.19
H -3.103 -4.263 -1.370 0.31
H -4.411 -4.478 -0.353 0.17
H -3.168 -1.862 1.680 0.11
H -4.492 -3.117 1.553 0.24
C 0.081 4.187 -1.457 0.02
O 0.066 5.100 -2.475 -0.75
N -0.905 3.917 -0.640 -0.28
N 1.104 3.374 -1.320 0.11
H -1.678 4.564 -0.569 0.30
H -0.755 3.361 0.200 0.21
H 2.092 3.662 -1.600 0.22
H 1.037 2.523 -0.708 -0.12
C 2.254 0.204 2.472 0.36
O 1.483 -0.946 2.284 -0.69
N 3.307 0.523 1.784 -0.19
N 1.895 1.153 3.279 -0.40
H 3.690 -0.129 1.043 0.31
H 3.805 1.405 1.927 0.00
H 1.077 0.943 3.875 0.29
H 2.341 2.040 3.323 0.23
C -3.612 0.082 3.047 0.31
O -4.546 1.039 2.613 -0.74
N -2.675 -0.345 2.256 1.32
N -3.688 -0.409 4.266 -0.28
H -2.621 0.197 1.379 -0.65
H -1.826 -0.801 2.648 -0.06
H -4.395 -0.054 4.954 0.28
H -2.884 -0.911 4.746 0.44
C -1.185 1.541 -3.325 0.28
O -1.670 0.534 -4.117 -0.82
N 0.103 1.797 -3.258 -0.01
N -1.917 2.336 -2.584 -0.20
H 0.749 1.043 -3.476 0.31
H 0.451 2.459 -2.552 0.22
H -2.899 2.342 -2.798 0.27
H -1.611 2.983 -1.832 0.37
C -0.683 -0.970 4.848 0.39
O -0.019 0.228 4.958 -0.79
N -1.621 -1.416 5.673 -0.54
N -0.679 -1.675 3.704 -0.38
H -2.117 -0.764 6.355 0.35
H -1.918 -2.429 5.635 0.28
H 0.107 -1.467 3.065 0.15
H -1.270 -2.525 3.626 0.24
C 3.282 1.016 -3.672 0.39
O 3.090 -0.057 -4.618 -0.48
H 2.764 1.880 -4.176 0.41
H 4.356 1.127 -3.353 0.22
H 2.825 0.653 -2.778 -0.77
H 3.103 -0.886 -4.090 0.25
C 5.578 -0.307 -0.362 -1.01
O 4.247 -0.664 -0.681 -0.55
H 6.210 -1.052 -0.774 0.40
H 5.650 -0.359 0.697 0.37
H 5.915 0.654 -0.787 0.26
H 4.199 -0.960 -1.599 0.26
C 3.700 3.713 1.575 -0.36
O 4.548 3.059 2.514 -0.62
H 2.923 4.294 2.098 0.30
H 3.226 3.070 0.933 -0.17
H 4.159 4.474 0.982 0.49
H 4.737 3.659 3.218 0.33
C -3.994 0.429 -0.441 -0.82
O -2.643 0.793 -0.222 -0.66
H -4.119 -0.675 -0.195 0.08
H -4.177 0.555 -1.506 0.50
H -4.776 1.041 0.067 0.28
H -2.329 1.438 -0.895 0.12
C 0.444 -0.094 -0.374 1.22
O 1.635 0.746 -0.554 0.81
H -0.009 -0.116 0.588 -0.03
H 0.622 -1.202 -0.482 -0.82
H -0.343 0.233 -0.999 -0.05
H 2.249 0.586 0.170 -0.51
C -3.253 -1.773 -2.742 -0.37
O -4.465 -2.199 -2.274 -0.67
H -2.745 -1.231 -2.010 -0.09
H -3.331 -1.223 -3.666 0.42
H -2.565 -2.640 -2.888 0.28
H -4.320 -2.735 -1.490 0.37
C 1.556 -3.442 0.359 -0.03
O 0.773 -3.944 -0.693 -0.54
H 0.796 -2.962 1.036 -0.11
H 2.272 -2.674 0.107 -0.07
H 2.119 -4.262 0.827 0.32
H -0.112 -3.678 -0.480 0.50
C -0.951 2.601 2.385 -0.50
O 0.253 2.579 1.668 -0.33
H -1.257 3.623 2.454 0.41
H -0.867 2.060 3.355 0.26
H -1.736 2.154 1.752 0.01
H 0.912 2.061 2.157 0.00
```

=====

[6]
Density functional theory data (ωB97M-V with the def2-TZVPD basis set) for a 2-piece molecular cluster, H2N2OS overall in a non-equilibrium geometry.

Geometry as XYZ:
```
6
Properties=species:S:1:pos:R:3:mulliken_charge:R:1
N 0.762 -2.007 0.820 -0.17
N -0.228 -1.510 0.625 0.20
O 0.307 1.668 -0.161 -0.60
S -1.604 -1.063 0.181 -0.02
H 0.522 2.178 -0.915 0.30
H 0.242 0.734 -0.550 0.28
```

Values from the calculation:
SMILES ... N#[N+][S-].O

=====

[7]
Density functional theory data (ωB97M-V with the def2-TZVPD basis set) for a 2-piece molecular cluster, C6H14N2O2 overall in a non-equilibrium geometry.

Geometry as XYZ:
```
24
Properties=species:S:1:pos:R:3:mulliken_charge:R:1
C -2.357 -0.532 1.849 -0.63
C -2.039 -1.986 1.691 0.69
C -0.918 -3.488 0.054 -0.91
C 1.643 1.403 0.728 -0.81
C 1.300 1.538 -0.671 0.62
C 1.734 2.763 -2.677 -0.84
H -3.450 -0.420 1.945 0.27
H -1.930 -0.107 0.773 0.12
H -1.714 -0.029 2.660 0.20
H -1.233 -1.350 0.087 0.03
H -1.555 -4.162 0.635 0.32
H -1.390 -3.603 -0.908 0.38
H 0.198 -3.731 0.227 0.25
H 2.671 1.533 1.155 0.36
H 1.289 0.337 1.217 0.20
H 1.046 2.254 1.192 0.24
H 3.063 2.388 -1.042 0.26
H 0.770 2.292 -3.087 0.27
H 1.619 3.870 -2.883 0.27
H 2.477 2.483 -3.468 0.30
N -1.312 -2.224 0.547 -0.05
N 2.068 2.367 -1.381 -0.17
O -2.172 -2.854 2.632 -0.67
O 0.192 1.258 -1.275 -0.70
```

Values from the calculation:
SMILES ... CNC(C)=O.CNC(C)=O

=====

| no. | E_HOMO (eV) | orbital gap (eV) | energy (hartree) |
| --- | --- | --- | --- |
| 1 | -8.57 | 9.409 | -264.21036 |
| 2 | -6.03 | 9.381 | -3032.78643 |
| 3 | -11.73 | 7.762 | -2345.95758 |
| 4 | -8.39 | 9.537 | -291.07437 |
| 5 | -8.70 | 8.426 | -2432.32486 |
| 6 | -10.13 | 10.458 | -584.09892 |
| 7 | -9.30 | 9.823 | -496.94674 |